Record 1
Entry from the Open Molecules 2025 dataset: a molecular structure, C40H27CdN7O6S2Se (ωB97M-V/def2-TZVPD).

XYZ file:
```
84
C40H27CdN7O6S2Se (ωB97M-V/def2-TZVPD)
Cd -0.82 0.99 -0.59
C 2.71 -1.98 2.75
C 1.79 -1.07 2.20
N 1.34 -1.15 0.98
C 1.79 -2.14 0.19
C 2.69 -3.11 0.64
C 3.15 -3.01 1.96
C 3.09 -4.19 -0.22
C 2.60 -4.28 -1.47
C 1.68 -3.29 -1.98
C 1.17 -3.38 -3.28
C 0.31 -2.41 -3.72
C -0.01 -1.35 -2.85
N 0.45 -1.24 -1.63
C 1.29 -2.21 -1.18
H 3.04 -1.86 3.77
H 1.42 -0.25 2.80
H 3.86 -3.74 2.34
H 3.79 -4.93 0.16
H 2.88 -5.09 -2.12
H 1.45 -4.22 -3.91
H -0.12 -2.43 -4.71
H -0.68 -0.56 -3.19
O 2.80 1.94 1.95
S 1.77 2.27 0.98
O 2.03 1.92 -0.40
N 0.35 1.68 1.31
C -0.21 1.72 2.56
C 0.31 2.38 3.66
C -0.36 2.36 4.91
C -1.53 1.69 5.08
C -2.10 1.00 3.98
C -3.32 0.30 4.08
C -3.82 -0.34 2.99
C -3.09 -0.29 1.78
N -1.95 0.33 1.66
C -1.44 1.00 2.73
C 1.58 4.04 1.03
C 2.56 4.83 1.61
C 2.40 6.21 1.62
C 1.27 6.78 1.05
C 0.29 5.98 0.48
C 0.44 4.60 0.47
H 1.24 2.91 3.58
H 0.09 2.90 5.73
H -2.05 1.69 6.03
H -3.84 0.29 5.03
H -4.76 -0.88 3.02
H -3.48 -0.77 0.89
H 3.43 4.36 2.05
H 3.16 6.84 2.07
H 1.15 7.86 1.07
H -0.60 6.42 0.05
H -0.33 3.97 0.04
O -4.03 4.22 0.09
C -3.18 3.38 -0.07
N -2.34 2.56 -0.22
Se -0.74 2.05 -3.17
C 0.90 1.89 -4.12
C 2.16 2.03 -3.54
C 3.29 1.95 -4.33
N 3.29 1.74 -5.66
C 2.08 1.61 -6.20
C 0.89 1.66 -5.50
H 2.26 2.18 -2.48
H 4.27 2.05 -3.87
H 2.06 1.43 -7.28
H -0.05 1.53 -6.02
O -6.19 -3.44 -1.29
S -5.09 -3.22 -2.23
O -3.96 -4.53 -1.88
N -4.28 -1.93 -1.85
C -3.06 -1.84 -1.32
O -2.42 -0.78 -1.29
C -2.48 -3.06 -0.68
C -1.45 -2.94 0.24
C -0.91 -4.05 0.88
C -1.41 -5.31 0.57
C -2.44 -5.46 -0.34
C -2.99 -4.33 -0.97
H -1.07 -1.95 0.45
H -0.11 -3.93 1.59
H -1.00 -6.19 1.05
H -2.85 -6.43 -0.59
```

Net charge   -2
LUMO energy   3.956 eV
Kohn-Sham gap   6.34 eV
HOMO level   -2.381 eV

Record 2
Entry from the Open Molecules 2025 dataset: a molecular structure, C6H16ClIN2OPPrS (ωB97M-V/def2-TZVPD).

XYZ file:
```
30
C6H16ClIN2OPPrS (ωB97M-V/def2-TZVPD)
C 0.73 2.12 -0.08
I -1.59 -2.53 0.23
H 1.14 2.26 0.93
H -0.07 2.80 -0.32
H 1.49 2.02 -0.84
Pr -0.08 -0.02 0.28
P 1.94 -1.18 -0.72
C 1.72 -1.44 -2.42
C 3.31 -0.18 -0.32
H 1.70 -2.57 1.26
H 3.00 -2.97 0.07
H 1.28 -3.40 -0.26
C 1.96 -2.68 0.20
H 3.32 0.14 0.73
H 4.12 -0.87 -0.52
H 2.63 -1.98 -2.67
H 1.65 -0.51 -2.98
H 3.36 0.70 -0.96
H 0.83 -2.05 -2.62
C -1.00 0.28 -1.78
O -1.43 0.41 -2.84
Cl 0.78 -0.03 2.53
N -3.60 2.64 1.81
C -3.60 1.36 1.53
N -4.51 0.42 1.64
S -2.15 0.85 0.92
H -4.41 2.99 2.17
H -2.80 3.26 1.67
H -4.37 -0.55 1.38
H -5.35 0.70 1.99
```

Net charge   +2
LUMO energy (alpha / beta)   -9.625 / -9.570 eV
Multiplicity   3
Kohn-Sham gap (alpha / beta)   5.57 / 5.67 eV
HOMO level (alpha / beta)   -15.191 / -15.244 eV

Record 3
Entry from the Open Molecules 2025 dataset: a molecular structure, C57H42Cl4N4O3Ti (ωB97M-V/def2-TZVPD).

XYZ file:
```
111
C57H42Cl4N4O3Ti (ωB97M-V/def2-TZVPD)
Ti 0.11 -0.31 -0.09
Cl -2.25 -9.49 -1.73
C -1.77 -7.82 -1.59
C -2.39 -7.02 -0.64
C -1.99 -5.70 -0.52
C -0.99 -5.17 -1.33
C -0.39 -6.00 -2.27
C -0.78 -7.33 -2.40
C -0.58 -3.76 -1.09
C -1.30 -2.72 -1.70
C -2.12 -2.90 -2.84
C -2.54 -1.65 -3.23
C -2.01 -0.73 -2.29
C -2.46 0.61 -2.19
C -3.19 1.17 -3.35
C -4.54 1.50 -3.29
C -5.22 1.92 -4.42
C -4.54 2.01 -5.62
Cl -5.40 2.49 -7.06
C -3.19 1.71 -5.71
C -2.53 1.29 -4.57
C -2.32 1.33 -1.03
N -1.63 0.91 0.09
C -1.93 1.82 1.08
C -1.58 1.69 2.40
C -2.19 2.62 3.38
C -1.68 3.91 3.58
C -2.32 4.80 4.43
C -3.47 4.41 5.08
Cl -4.31 5.55 6.10
C -3.99 3.14 4.92
C -3.34 2.25 4.07
C -0.68 0.70 2.86
C -0.25 0.59 4.20
C 0.77 -0.33 4.21
C 0.93 -0.79 2.88
N 0.02 -0.17 2.05
C 1.87 -1.77 2.47
C 1.66 -2.52 1.33
C 2.21 -3.84 1.13
C 1.40 -4.47 0.25
C 0.41 -3.51 -0.18
N 0.62 -2.31 0.45
C 3.01 -2.16 3.33
C 4.30 -2.11 2.79
C 5.40 -2.54 3.51
C 5.21 -3.04 4.79
Cl 6.58 -3.64 5.67
C 3.95 -3.10 5.35
C 2.86 -2.67 4.62
C -2.77 2.87 0.55
C -2.99 2.58 -0.75
N -1.23 -1.39 -1.36
H -3.16 -7.43 0.00
H -2.46 -5.06 0.22
H 0.39 -5.60 -2.91
H -0.31 -7.97 -3.14
H -2.33 -3.85 -3.29
H -3.18 -1.40 -4.06
H -5.08 1.39 -2.36
H -6.28 2.16 -4.38
H -2.67 1.80 -6.65
H -1.47 1.06 -4.61
H -0.78 4.21 3.05
H -1.92 5.80 4.57
H -4.89 2.84 5.43
H -3.74 1.26 3.92
H -0.66 1.14 5.03
H 1.36 -0.63 5.06
H 3.05 -4.25 1.66
H 1.47 -5.48 -0.12
H 4.42 -1.72 1.78
H 6.39 -2.48 3.08
H 3.83 -3.48 6.36
H 1.87 -2.77 5.04
H -3.14 3.71 1.11
H -3.56 3.15 -1.47
O 0.49 2.50 -3.19
C 0.30 2.07 -2.07
O 0.32 0.84 -1.71
H 0.07 2.80 -1.26
C 3.17 -0.39 -3.49
C 3.40 -1.38 -2.33
C 2.17 -2.25 -2.14
C 3.92 -0.59 -1.13
C 5.31 -0.55 -1.07
C 6.01 0.27 -0.20
C 5.28 1.17 0.55
C 3.89 1.19 0.54
C 3.31 2.36 1.34
C 1.92 2.84 0.92
C 3.38 2.07 2.84
C 3.18 0.21 -0.20
O 1.86 0.02 -0.01
H 3.00 -0.94 -4.42
H 4.03 0.26 -3.62
H 2.30 0.23 -3.29
H 4.22 -2.04 -2.62
H 1.29 -1.64 -1.94
H 2.32 -2.97 -1.34
H 1.97 -2.81 -3.06
H 5.87 -1.16 -1.77
H 7.09 0.25 -0.17
H 5.80 1.90 1.15
H 4.00 3.19 1.15
H 1.16 2.11 1.16
H 1.90 3.05 -0.15
H 1.69 3.76 1.46
H 2.78 1.20 3.08
H 2.99 2.92 3.41
H 4.40 1.87 3.15
```

Net charge   -1
LUMO energy (alpha / beta)   1.505 / 1.207 eV
Multiplicity   2
Kohn-Sham gap (alpha / beta)   4.51 / 5.84 eV
HOMO level (alpha / beta)   -3.005 / -4.629 eV

Calculated relative energy (zero: lowest compared OMol25 entry of this formula, charge and spin) (eV), listed in the same order as above: 0.550 5.314 0.000